# 1
Below is a structure of composition C5H11O4Pd, with properties calculated with wB97M-V/def2-TZVPD.

```
21
Properties=species:S:1:pos:R:3:forces:R:3:nbo_charge:R:1
O -0.7104 -2.0578 1.2693 -1.80 0.02 2.17 -0.749
C -0.8680 -1.1933 2.1742 0.48 -0.25 -1.58 0.340
C -0.3083 0.1112 2.0715 0.25 -0.73 1.62 -0.313
O 0.6669 0.2444 1.0744 0.55 0.73 -0.39 -0.571
C 0.3346 1.1439 0.0234 -0.54 0.19 -0.27 -0.088
C 1.0072 0.6899 -1.2451 0.42 0.32 -0.18 -0.095
O 0.5965 -0.6443 -1.4887 -0.48 1.23 -2.29 -0.593
C 0.9396 -1.1157 -2.7792 0.12 0.00 -0.17 -0.252
Pd 1.1160 -1.6772 0.2472 2.47 -2.29 0.73 -0.036
H -1.5689 -1.3807 3.0071 0.16 0.02 -0.03 0.120
H 0.0590 0.5229 3.0206 -0.35 0.14 -0.13 0.175
H 0.6470 2.1670 0.2797 0.00 -0.15 -0.02 0.171
H -0.7511 1.1459 -0.1482 0.24 0.03 0.19 0.223
H 2.1066 0.7403 -1.1594 -0.21 -0.16 -0.03 0.188
H 0.6967 1.3441 -2.0748 -0.05 -0.04 0.08 0.168
H 0.6075 -2.1579 -2.8474 0.12 0.29 0.09 0.209
H 0.4318 -0.5130 -3.5472 0.03 -0.04 0.06 0.153
H 2.0294 -1.0710 -2.9369 -0.24 -0.06 0.08 0.179
H -1.5271 0.7475 1.6802 -1.31 0.85 0.59 0.421
O -2.5147 1.2016 1.3761 -0.31 0.01 -0.79 -1.094
H -2.9902 1.7524 2.0032 0.44 -0.11 0.25 0.445
```
Forces are in eV/Å.

Computed properties:
Energy above the lowest of the compared OMol25 structures with the same formula, charge and spin: 16.3 kcal per mole
Orbital gap (spin up / spin down): 4.0098 / 6.6051 eV
Total charge: -1
2S+1: 3
Strongest force on any atom: 3.45 eV/A

=====

# 2
Below is a structure of composition C5H11O4Rh, with properties calculated with wB97M-V/def2-TZVPD.

```
21
Properties=species:S:1:pos:R:3:forces:R:3:nbo_charge:R:1
C 1.8265 -2.2482 -0.2041 -0.13 -1.49 -1.13 -0.116
O 2.1138 -1.2761 0.7379 -0.37 0.31 -0.09 -0.651
C 1.2035 -1.6516 -1.4631 0.64 -0.33 -0.54 -0.102
O 0.1539 -0.7877 -0.9971 -0.54 -0.71 -0.36 -0.552
C -0.3212 0.1917 -1.8218 -0.45 0.37 -0.70 0.122
C -1.1350 1.1843 -1.0639 -0.26 -0.03 -0.91 -0.179
O -0.4842 1.4941 0.1424 1.32 -0.76 -2.66 -0.678
Rh 0.7613 0.0875 0.8486 2.52 0.42 -1.02 1.502
H 1.1087 -2.9920 0.2065 0.39 0.33 0.02 0.190
H 2.7229 -2.8150 -0.5264 -0.23 0.32 0.33 0.217
H 0.7786 -2.4153 -2.1308 0.12 0.15 0.27 0.218
H 1.9260 -1.0446 -2.0283 -0.17 -0.09 0.21 0.205
H -0.4935 -0.0690 -2.8684 0.09 0.05 0.32 0.197
H -2.1471 0.7705 -0.8517 0.30 0.14 0.05 0.195
H -1.2779 2.0897 -1.6803 0.05 -0.29 0.22 0.220
O -0.1955 0.4360 2.4561 -3.30 2.93 2.34 -0.873
H 0.2383 0.8549 3.2009 0.41 -0.08 0.67 0.509
C -1.4471 1.8417 1.8277 -1.93 0.28 4.25 -0.188
H -2.2522 1.0940 1.9693 0.83 -0.51 -2.50 0.298
H -0.9913 2.8454 1.7330 1.19 -1.25 -1.54 0.290
H -2.0882 2.4095 2.5135 -0.47 0.24 2.76 0.174
```
Forces are in eV/Å.

Computed properties:
Energy above the lowest of the compared OMol25 structures with the same formula, charge and spin: 104.2 kcal per mole
Orbital gap (spin up / spin down): 6.7479 / 6.8275 eV
Total charge: +1
2S+1: 6
Strongest force on any atom: 4.99 eV/A

=====

# 3
Below is a structure of composition C5H11O4Sm, with properties calculated with wB97M-V/def2-TZVPD.

```
21
Properties=species:S:1:pos:R:3:forces:R:3:lowdin_charge:R:1
C -4.4998 2.5435 2.3886 -0.66 1.54 0.90 -0.248
O -4.7286 1.2798 2.0339 -0.06 -0.67 -0.19 -0.053
H -4.5105 3.2660 1.5468 -0.11 -0.22 0.22 0.078
H -5.3964 2.8558 3.0779 1.18 -0.47 -0.90 0.151
H -3.5931 2.6933 3.0098 -0.32 -0.17 -0.06 0.086
O -1.4258 -0.3457 -0.4750 -0.62 -0.63 0.70 -0.417
C -2.7937 -0.5689 -0.3953 -2.38 0.57 2.34 -0.293
C -3.4462 -0.6672 -1.7696 -0.40 -0.61 0.35 -0.167
O -2.9051 0.3911 -2.5595 0.66 0.54 0.20 -0.277
C -2.9815 0.2766 -3.9819 -0.08 -0.26 -0.65 -0.166
C -1.9133 1.2141 -4.5469 -1.32 0.42 -1.21 -0.285
O -0.6859 1.0279 -3.9176 -0.25 0.08 -1.90 -0.414
Sm -0.6001 0.6254 -1.9977 2.03 0.74 1.58 1.882
H -3.3503 0.2285 0.2965 1.24 -1.24 -1.63 0.142
H -3.0133 -1.5033 0.1569 0.17 0.20 -0.35 0.134
H -4.5416 -0.5820 -1.7112 0.32 -0.01 0.02 0.150
H -3.1934 -1.6288 -2.2481 -0.02 0.23 0.06 0.138
H -3.9922 0.5366 -4.3315 0.32 -0.05 0.06 0.150
H -2.7608 -0.7677 -4.2617 -0.09 0.23 0.07 0.139
H -2.2739 2.2573 -4.4306 0.29 -0.35 -0.02 0.131
H -1.8553 1.0219 -5.6356 0.09 0.12 0.42 0.139
```
Forces are in eV/Å.

Computed properties:
Energy above the lowest of the compared OMol25 structures with the same formula, charge and spin: 0.0 kcal per mole
Orbital gap (spin up / spin down): 8.6600 / 8.1837 eV
Total charge: +1
2S+1: 7
Strongest force on any atom: 3.39 eV/A

=====

# 4
Below is a structure of composition C5H11O4Tb, with properties calculated with wB97M-V/def2-TZVPD.

```
21
Properties=species:S:1:pos:R:3:forces:R:3:lowdin_charge:R:1
C -3.8800 2.7308 -2.2294 -0.08 0.32 -0.27 -0.230
O -3.8252 1.5707 -1.5305 0.12 -0.17 0.16 -0.055
H -4.8516 2.6964 -2.7770 0.24 0.04 0.13 0.118
H -3.9351 3.6200 -1.5750 -0.02 -0.20 -0.17 0.087
H -3.0840 2.8255 -2.9894 -0.21 0.01 0.16 0.080
O 3.6184 -1.0841 1.3507 0.46 -1.48 -0.51 -0.415
C 2.9892 -2.3056 1.1409 -0.45 -1.90 -0.43 -0.290
C 1.6904 -2.1378 0.3271 0.62 -0.69 -0.47 -0.164
O 0.9640 -1.0790 0.9464 0.14 0.58 0.64 -0.299
C -0.0242 -0.3757 0.1694 -0.35 0.24 -0.46 -0.150
C -0.2374 0.9737 0.8590 -1.98 -0.22 -0.42 -0.290
O 0.9688 1.5935 1.1644 -1.43 0.46 -0.66 -0.413
Tb 2.5048 0.4919 1.6235 2.07 2.13 1.92 1.899
H 2.7308 -2.7998 2.1006 0.22 0.28 -0.31 0.131
H 3.6299 -3.0161 0.5833 -0.18 0.31 0.26 0.138
H 1.0885 -3.0594 0.3131 0.21 0.28 0.02 0.150
H 1.9264 -1.8432 -0.7099 -0.09 -0.09 0.24 0.139
H -0.9508 -0.9685 0.1281 0.29 0.25 -0.09 0.153
H 0.3844 -0.2229 -0.8444 -0.18 -0.15 0.22 0.140
H -0.8472 0.8019 1.7702 0.34 0.20 -0.29 0.134
H -0.8602 1.5878 0.1789 0.26 -0.20 0.31 0.135
```
Forces are in eV/Å.

Computed properties:
Energy above the lowest of the compared OMol25 structures with the same formula, charge and spin: 2.2 kcal per mole
Orbital gap (spin up / spin down): 8.0908 / 8.6055 eV
Total charge: +1
2S+1: 8
Strongest force on any atom: 3.54 eV/A

=====

# 5
Below is an isolated molecule of C5H11OPS2, with properties calculated with wB97M-V/def2-TZVPD.

```
20
Properties=species:S:1:pos:R:3:forces:R:3:nbo_charge:R:1
C -3.9127 0.4206 0.1737 3.19 0.74 -0.81 -0.094
C -2.6310 -0.4663 0.7202 0.21 1.39 -5.04 -0.484
C 2.7768 -0.1990 -1.4258 1.49 2.47 -0.77 -0.633
C 2.2557 0.4750 0.9870 0.79 3.52 -0.76 -0.634
C 1.7414 0.3951 -0.5071 -1.82 -0.86 1.62 -0.459
O -4.2965 -0.2420 -0.9092 -0.54 -0.12 -0.14 -0.307
P 0.1665 -0.7013 -0.5539 0.54 -0.67 0.72 0.687
S 0.3473 -2.4713 0.3215 0.01 0.62 -0.50 -0.418
S -1.1706 0.5702 0.4675 0.33 0.29 0.47 -0.049
H -4.5593 0.6175 0.9686 -1.77 -0.41 1.31 0.155
H -3.4006 1.3960 -0.0243 -0.56 -0.40 -0.39 0.173
H -2.8905 -0.6553 1.6742 -0.18 -1.25 3.19 0.223
H -2.4672 -1.2808 -0.0224 -0.56 -0.02 1.26 0.261
H 3.6273 0.5817 -1.6001 -1.37 -1.19 0.45 0.218
H 3.2287 -0.9870 -0.8619 0.32 -1.02 -0.32 0.225
H 2.4321 -0.4264 -2.4517 0.00 -0.38 0.77 0.233
H 3.2734 0.9379 0.8342 -0.68 -0.42 0.35 0.212
H 2.4485 -0.5317 1.2700 -0.26 -0.66 1.06 0.224
H 1.7658 1.2714 1.7714 0.59 -2.62 -2.08 0.243
H 1.2650 1.2959 -0.8319 0.26 0.99 -0.38 0.224
```
Forces are in eV/Å.

Computed properties:
Energy above the lowest of the compared OMol25 structures with the same formula, charge and spin: 82.5 kcal per mole
Orbital gap (spin up / spin down): 6.9317 / 6.5517 eV
Strongest force on any atom: 5.23 eV/A

=====

# 6
Below is the ion C5H11OS with charge -1, with properties calculated with wB97M-V/def2-TZVPD.

```
18
Properties=species:S:1:pos:R:3:forces:R:3:nbo_charge:R:1
C -1.9538 0.1885 -0.2183 2.23 -0.61 0.98 -0.768
S -1.0011 1.4186 -1.2390 0.70 -0.73 0.53 0.053
C 0.7220 1.5049 -0.3750 -0.32 1.90 -0.86 -0.464
C 1.0646 0.5685 0.7610 -0.88 -1.62 -1.69 -0.436
C 1.4680 -0.8547 0.2561 -0.51 0.72 1.21 -0.439
C 0.8564 -1.8881 1.3105 0.59 0.58 -2.72 0.005
O -0.0613 -2.4231 0.5406 -2.73 -2.41 -0.18 -0.964
H -1.4714 -0.8788 -0.2066 -0.73 1.70 -0.15 0.309
H -3.0042 0.1982 -0.4965 0.07 0.15 -0.06 0.208
H -1.7719 0.6220 0.7944 -0.84 -0.67 -0.50 0.201
H 1.4200 1.5657 -1.2880 -0.74 -0.47 1.61 0.206
H 0.7693 2.4889 0.1408 -0.34 -0.03 -0.89 0.185
H 0.1624 0.3865 1.3832 0.53 0.68 -0.16 0.205
H 1.8515 1.0399 1.3610 -0.18 -0.18 0.03 0.190
H 1.0995 -1.1368 -0.8131 0.69 0.58 2.16 0.221
H 2.5083 -0.8300 0.3704 2.18 -0.28 -0.62 0.158
H 1.5818 -2.6243 1.7674 0.17 0.43 -0.04 0.064
H 0.4192 -1.2593 2.0813 0.11 0.26 1.34 0.066
```
Forces are in eV/Å.

Computed properties:
Energy above the lowest of the compared OMol25 structures with the same formula, charge and spin: 66.8 kcal per mole
Orbital gap: 5.4852 eV
SMILES string: CSCCCC[O-]
Total charge: -1
Strongest force on any atom: 3.65 eV/A

=====

# 7
Below is a structure of composition C5H11OS, with properties calculated with wB97M-V/def2-TZVPD.

```
18
Properties=species:S:1:pos:R:3:forces:R:3:nbo_charge:R:1
C 0.8667 1.5971 -0.6925 -0.21 -0.21 0.08 -0.619
C 1.0582 0.5140 -1.7554 0.36 -0.18 -0.21 -0.406
C 0.0349 -0.6356 -1.6292 0.47 -0.35 0.76 -0.491
S 0.4074 -1.6387 -0.0535 -0.54 0.70 -1.47 -0.455
H -0.1385 2.0499 -0.7687 0.54 -0.10 0.02 0.213
H 1.6453 2.3747 -0.7303 -0.18 -0.18 -0.10 0.174
H 0.8952 1.0954 0.2819 0.04 0.33 -0.12 0.238
H 0.9585 0.9539 -2.7562 0.05 0.06 -0.08 0.166
H 2.0996 0.1099 -1.6814 -0.78 0.14 -0.08 0.188
H 0.0387 -1.2732 -2.5412 0.17 0.21 0.66 0.184
H -0.9791 -0.2009 -1.5470 0.36 -0.18 0.16 0.201
O -1.3918 0.7300 0.8804 0.12 -1.78 0.39 -0.744
C -1.2647 -0.4960 1.1679 -0.64 0.77 0.57 0.345
C -0.6801 -0.9258 2.5302 -0.04 1.08 -0.33 -0.699
H -1.9928 -1.2426 0.7895 0.09 0.31 -0.18 0.101
H -0.6123 -2.0018 2.5956 -0.07 -0.34 0.08 0.202
H -1.2753 -0.4986 3.3721 0.29 -0.27 -0.55 0.186
H 0.3298 -0.5118 2.5377 -0.03 -0.01 0.39 0.219
```
Forces are in eV/Å.

Computed properties:
Energy above the lowest of the compared OMol25 structures with the same formula, charge and spin: 12.0 kcal per mole
Orbital gap: 7.1698 eV
Total charge: -1
Strongest force on any atom: 1.83 eV/A

=====

# 8
Below is a cluster of 2 separate species, C5H11OS in total, with properties calculated with wB97M-V/def2-TZVPD.

```
18
Properties=species:S:1:pos:R:3:forces:R:3:nbo_charge:R:1
C 3.4971 -0.3719 0.6467 -0.05 -0.12 -0.30 -0.618
C 2.2618 -0.2934 -0.2031 -0.07 0.02 0.16 -0.336
C 2.2594 0.0449 -1.4897 -0.15 -0.06 0.19 0.151
O 1.1708 0.0995 -2.2999 0.38 0.25 0.39 -0.720
H 3.6881 -1.4055 0.9520 0.03 0.00 0.05 0.194
H 4.3715 -0.0306 0.0869 0.05 0.06 0.09 0.191
H 3.4015 0.2147 1.5625 0.05 0.09 -0.02 0.197
H 1.3167 -0.5322 0.2761 -0.09 -0.03 -0.07 0.232
H 3.1897 0.3189 -1.9805 -0.05 -0.06 -0.22 0.142
H 0.3626 0.0886 -1.7299 -0.16 -0.06 -0.41 0.517
C -3.3140 0.6403 1.1872 -0.62 0.10 -0.15 -0.609
C -3.2004 -0.1343 -0.1271 0.40 -0.08 0.47 -0.499
S -1.4486 -0.3915 -0.5944 -0.29 -0.19 0.06 -0.738
H -2.7764 1.5874 1.1504 0.06 0.00 -0.09 0.198
H -2.9215 0.0629 2.0232 0.11 -0.06 -0.03 0.195
H -4.3780 0.8541 1.3870 0.12 0.04 0.14 0.164
H -3.8088 0.3564 -0.8915 0.23 0.14 -0.15 0.169
H -3.6716 -1.1083 0.0441 0.06 -0.04 -0.13 0.171
```
Forces are in eV/Å.

Computed properties:
Energy above the lowest of the compared OMol25 structures with the same formula, charge and spin: 11.1 kcal per mole
Orbital gap: 6.5555 eV
Total charge: -1
Strongest force on any atom: 0.64 eV/A

=====

# 9
Below is a cluster of 2 separate species, C5H11P in total, with properties calculated with wB97M-V/def2-TZVPD.

```
17
Properties=species:S:1:pos:R:3:forces:R:3:nbo_charge:R:1
C 0.0229 1.5655 0.8924 1.34 -2.80 5.09 -0.612
C 1.0210 0.3968 1.1922 2.97 0.21 -1.43 -0.420
C 2.4928 0.8002 0.7140 0.18 -1.62 3.30 -0.692
P 1.7821 -0.5851 -0.2400 -0.24 0.57 0.10 0.432
H -0.8902 1.0813 0.7733 -2.01 -0.26 -0.48 0.213
H 0.3214 2.1026 0.0571 0.54 1.40 -1.10 0.215
H 0.0330 1.9939 1.9776 -0.29 0.52 -2.39 0.222
H 1.0988 -0.2137 2.1231 -0.84 1.05 -0.66 0.236
H 2.6169 1.7935 0.3974 -0.19 1.03 -1.05 0.220
H 3.3176 0.6168 1.4949 -1.29 -0.15 -1.38 0.228
H 2.3882 -1.5975 0.5490 -0.15 0.05 0.00 -0.037
C -2.9173 -1.0195 -1.6622 2.58 5.69 0.50 -0.371
C -1.8416 -1.7491 -1.5654 2.25 1.21 -0.27 -0.391
H -3.8885 -1.2246 -1.8626 -2.66 -1.58 -0.37 0.190
H -2.8000 0.1575 -1.6173 -0.11 -2.30 0.03 0.168
H -0.7429 -1.3635 -1.5137 -2.38 -0.63 0.16 0.216
H -2.0143 -2.7551 -1.7098 0.30 -2.38 -0.05 0.183
```
Forces are in eV/Å.

Computed properties:
Energy above the lowest of the compared OMol25 structures with the same formula, charge and spin: 62.7 kcal per mole
Orbital gap: 10.2094 eV
SMILES string: C[C@@H]1CP1.C=C
Strongest force on any atom: 6.26 eV/A

=====

# 10
Below is an isolated molecule of C5H12, with properties calculated with wB97M-V/def2-TZVPD.

```
17
Properties=species:S:1:pos:R:3:forces:R:3:nbo_charge:R:1
C -1.9196 -0.7234 0.7504 1.71 1.58 0.63 -0.604
C -0.3758 -0.3682 0.8879 -0.98 -1.37 -1.01 -0.397
C 0.2594 0.1772 -0.4086 0.77 0.40 -0.46 -0.210
C 0.7166 1.6171 -0.1334 0.30 -0.06 -0.58 -0.604
C 1.3841 -0.7376 -1.0528 -2.01 0.85 1.06 -0.607
H -2.0710 -0.8525 -0.3149 -0.46 -0.76 0.08 0.207
H -2.5513 0.1039 1.0743 -0.07 0.00 -0.01 0.200
H -2.0572 -1.5576 1.4283 -0.66 -0.34 -0.46 0.209
H 0.0236 -1.3613 1.1064 0.55 0.15 0.00 0.191
H -0.1214 0.2615 1.7340 -0.22 0.15 0.12 0.203
H -0.4303 0.2646 -1.2558 -0.63 -0.01 0.56 0.185
H 0.9847 2.1482 -1.0533 -0.10 -0.10 -0.02 0.201
H -0.1132 2.1545 0.3243 0.14 0.17 0.16 0.205
H 1.6098 1.6691 0.4938 -0.17 -0.10 0.27 0.200
H 2.0401 -0.0686 -1.5965 0.62 -0.38 0.07 0.210
H 1.7698 -1.3417 -0.2376 0.88 0.04 -0.29 0.206
H 0.8518 -1.3852 -1.7465 0.34 -0.24 -0.12 0.204
```
Forces are in eV/Å.

Computed properties:
Energy above the lowest of the compared OMol25 structures with the same formula, charge and spin: 20.6 kcal per mole
Orbital gap: 11.8267 eV
SMILES string: CCC(C)C
Strongest force on any atom: 2.42 eV/A